# C6H6N2O2

The molecule C6H6N2O2 (ωB97M-V/def2-TZVPD, the OMol25 dataset).

Properties
- HOMO-LUMO gap: 0.28121 hartree
- E: -492.02253 hartree
- Multiplicity: 1
- E_HOMO: -0.3156 Eh
- LUMO energy: -0.0344 hartree
- Energy above the lowest of the compared OMol25 structures with the same formula, charge and spin: 138.6 kcal per mole

```
16
Properties=species:S:1:pos:R:3:forces:R:3:mulliken_charge:R:1
O -1.462085 -1.702091 1.004223 -0.11 -0.93 1.03 -0.4813
O -3.245893 0.883814 -0.365693 0.58 -2.60 -3.47 -0.5181
N 2.175800 -0.451603 -0.474422 0.74 0.62 -0.06 -0.4396
N -0.050530 1.239062 0.289462 -0.36 -0.29 -1.41 -0.4951
C 2.310516 0.551003 0.471013 -1.00 -3.04 -1.56 -0.0968
C 1.235032 1.255319 0.758701 -1.60 1.15 1.03 -0.2866
C -0.670260 0.286974 -0.314026 0.86 1.21 1.08 0.4098
C -2.100066 0.097394 -0.731555 -1.19 1.21 2.28 -0.3254
C -1.399471 -0.867083 0.180697 0.07 -0.17 -1.09 0.4033
C 1.425088 -1.460824 -0.492934 0.00 0.39 2.35 -0.3566
H 1.136500 -1.845997 -1.394070 -0.09 -1.20 -2.64 0.3965
H 1.442262 2.154631 1.262902 0.09 1.05 0.86 0.3461
H -2.922154 1.303579 0.368647 0.76 2.17 3.13 0.3182
H -2.088822 -0.313359 -1.682660 -0.51 -0.61 -2.00 0.4157
H 0.971211 -2.036313 0.337327 0.32 0.87 0.32 0.3132
H 3.242873 0.905487 0.782391 1.43 0.19 0.15 0.3966
```
Forces are in eV/Å.